C32H54N2O3P2Tl | ωB97M-V with the def2-TZVPD basis set

Each line ends with the Mulliken charge.
Geometry (Å):
1 Tl 0.19063 -0.17438 -0.05753  1.49
2 C -0.30252 2.31505 0.28246  0.33
3 C -1.57868 1.64897 0.23634  0.49
4 C -0.42706 0.84280 2.09670  0.62
5 C 0.43268 1.78419 1.42953  0.25
6 C -1.67300 0.76858 1.37386  0.43
7 C 0.16149 3.39826 -0.62515  -0.79
8 H -0.27376 3.30867 -1.62982  0.33
9 H 1.25605 3.41968 -0.73734  -0.05
10 H -0.15998 4.35630 -0.19442  0.40
11 C 1.77638 2.18094 1.87934  -0.22
12 H 2.31762 2.74902 1.11572  -1.01
13 H 2.38358 1.30617 2.16024  0.31
14 H 1.70648 2.82762 2.75091  0.58
15 C -0.11151 0.14662 3.38425  -1.56
16 H -0.31769 0.86245 4.19352  0.36
17 H 0.93906 -0.15481 3.42728  0.29
18 H -0.73872 -0.73880 3.53426  0.38
19 C -2.87164 -0.04856 1.77509  -1.44
20 H -3.49242 0.58740 2.42826  0.35
21 H -2.60072 -0.95185 2.33828  0.37
22 H -3.48755 -0.34447 0.91976  0.36
23 C -2.68818 1.95448 -0.71951  -1.47
24 H -3.34028 2.68327 -0.20999  0.44
25 H -3.29561 1.07923 -0.97144  0.25
26 H -2.32602 2.41068 -1.64454  0.37
27 C 1.46741 -0.54689 -1.68101  0.20
28 C 0.59551 0.53636 -2.14200  -0.54
29 C -0.54261 0.30345 -3.04676  -1.34
30 C -1.41059 -0.92118 -2.66113  -0.96
31 C -1.53243 -1.16030 -1.20866  -0.68
32 C -0.65799 -2.08705 -0.46922  -0.42
33 C 0.44091 -2.82964 -1.15876  -0.99
34 C 1.34749 -1.96099 -2.07334  -1.31
35 H -0.14701 0.20173 -4.07728  0.60
36 H -1.03157 -1.81896 -3.16250  0.13
37 H -1.17295 1.21630 -3.05947  0.29
38 H 1.00885 -2.01257 -3.11166  0.24
39 H 2.40560 -0.21227 -1.23080  0.32
40 H 1.02068 1.53583 -2.05105  1.19
41 H 2.37154 -2.38454 -2.04771  0.54
42 H 1.07010 -3.29846 -0.37504  0.45
43 H -1.03820 -2.47520 0.47655  0.87
44 H 0.00328 -3.65758 -1.74560  0.18
45 H -2.43740 -0.75793 -3.05140  0.52
46 H -2.46278 -0.90657 -0.70438  0.84
47 P 0.49367 -6.96514 -2.48504  0.46
48 P -1.00081 -9.02888 -0.57490  0.19
49 C 0.29719 -8.72740 -3.09080  -0.83
50 C 0.05698 -9.72967 -1.95461  -0.94
51 H 1.22125 -8.98378 -3.62649  0.42
52 H -0.53066 -8.75750 -3.81705  0.43
53 H -0.46331 -10.61616 -2.33831  0.46
54 H 1.01554 -10.06241 -1.52239  0.41
55 C -0.84922 -10.39664 0.64598  -1.10
56 H -1.57273 -10.23336 1.45863  0.37
57 H 0.15722 -10.39096 1.09146  0.34
58 H -1.03548 -11.38060 0.19483  0.32
59 C -2.66073 -9.44764 -1.28091  -1.12
60 H -2.72574 -10.50316 -1.57934  0.34
61 H -2.86622 -8.81176 -2.15285  0.28
62 H -3.43246 -9.24193 -0.52376  0.37
63 C 2.26733 -6.71797 -2.93572  -1.18
64 H 2.53495 -5.66140 -2.78591  0.24
65 H 2.46634 -6.99426 -3.98145  0.37
66 H 2.90545 -7.32562 -2.27685  0.35
67 C -0.29732 -6.07021 -3.88750  -1.06
68 H -1.38797 -6.21714 -3.85998  0.29
69 H 0.08623 -6.40894 -4.85983  0.43
70 H -0.10237 -4.99121 -3.78088  0.20
71 C 4.18038 4.60497 1.43668  -1.51
72 C 4.84292 3.27576 1.14634  -0.83
73 C 4.78711 2.65154 -0.28244  2.48
74 C 5.32475 3.62807 -1.41212  -1.01
75 C 4.49407 4.85384 -1.77055  -1.09
76 C 5.70231 1.41003 -0.14839  -0.24
77 O 6.91167 1.39696 -0.44434  -0.66
78 N 5.11959 0.30130 0.47245  0.01
79 C 3.73552 0.08015 0.69206  -0.07
80 O 3.36036 -0.90211 1.30575  -0.71
81 N 2.95944 1.01753 0.04922  0.57
82 C 3.44634 2.00641 -0.68784  -1.20
83 O 2.88664 2.40930 -1.70724  -0.72
84 H 4.75671 5.44187 1.03697  0.48
85 H 4.18742 4.74543 2.52331  0.40
86 H 3.14004 4.67944 1.10603  0.22
87 H 5.90890 3.39645 1.39500  0.60
88 H 4.46654 2.52146 1.85113  0.32
89 H 6.32872 3.96244 -1.09188  0.37
90 H 5.48343 3.05409 -2.34007  0.35
91 H 4.33897 5.55633 -0.94364  0.21
92 H 5.00401 5.42363 -2.54937  0.49
93 H 3.50841 4.59244 -2.16274  0.15
94 H 5.73855 -0.45315 0.77053  0.33

Properties
Net charge   +1
LUMO level   -5.124 eV
Calculated total energy   -66441.8138 eV